(1)
ORCA calculation (wB97M-V/def2-TZVPD) on a single C3H7N5 molecule in a non-equilibrium geometry.

Calculated values
SMILES string = [H]/N=c1/cn[nH]n1NC
gap between HOMO and LUMO = 9.2 eV
2S+1 = 1
lowest unoccupied orbital energy = 0.82 eV

```
15
Properties=species:S:1:pos:R:3:lowdin_charge:R:1
H -0.29 2.22 -0.49 0.03
N 0.67 2.12 -0.19 0.12
C 0.93 0.87 -0.24 -0.42
C 2.15 0.22 0.25 -0.08
N 2.03 -1.08 0.22 0.05
N 0.80 -1.33 -0.28 -0.05
N 0.12 -0.19 -0.69 -0.13
N -1.24 -0.12 -0.61 -0.07
C -1.77 -0.17 0.70 -0.11
H 3.04 0.85 0.70 0.15
H 0.85 -1.96 -1.13 0.16
H -1.55 -0.72 -1.27 0.07
H -1.47 0.71 1.33 0.09
H -2.92 -0.32 0.54 0.12
H -1.36 -1.11 1.17 0.08
```



(2)
ORCA calculation (wB97M-V/def2-TZVPD) on a gas-phase ion, C3H7N5 (charge +2) in a non-equilibrium geometry.

Calculated values
SMILES string = C1NC2=[NH+]N=N[C@H]2[NH2+]1
gap between HOMO and LUMO = 9.0 eV
2S+1 = 1
lowest unoccupied orbital energy = -10.51 eV
charge = +2

```
15
Properties=species:S:1:pos:R:3:lowdin_charge:R:1
C -0.27 0.27 -1.60 0.00
N -0.37 1.24 -0.51 0.21
C 0.10 0.74 0.58 0.00
N -0.08 0.75 2.12 0.17
N 0.10 -0.50 2.52 0.05
N 0.36 -1.32 1.67 0.12
C 0.60 -0.66 0.38 -0.17
N -0.06 -1.05 -0.89 0.19
H -1.19 0.29 -2.20 0.18
H 0.59 0.49 -2.25 0.18
H -0.77 2.17 -0.65 0.22
H -0.26 1.52 2.75 0.19
H 1.70 -0.67 0.26 0.21
H -0.96 -1.54 -0.71 0.23
H 0.50 -1.71 -1.46 0.22
```



(3)
ORCA calculation (wB97M-V/def2-TZVPD) on a molecular structure, C3H7NO in a non-equilibrium geometry.

Calculated values
gap between HOMO and LUMO = 9.8 eV
2S+1 = 1
lowest unoccupied orbital energy = 1.00 eV

```
12
Properties=species:S:1:pos:R:3:lowdin_charge:R:1
C -0.17 0.75 0.34 -0.33
C 0.89 0.30 -0.48 -0.28
C -0.43 -0.68 0.80 -0.14
H -1.58 0.50 -0.98 0.06
H 0.18 1.68 0.99 0.17
H 1.16 0.54 -1.61 0.15
H 1.88 0.49 0.03 0.12
H 0.70 -1.89 -0.94 0.19
H -1.50 -0.78 0.88 0.11
H 0.16 -1.01 1.63 0.11
N 0.26 -0.97 -0.45 -0.09
O -1.56 1.07 -0.21 -0.07
```



(4)
ORCA calculation (wB97M-V/def2-TZVPD) on 2 unconnected molecules or ions with the total composition C3H7NO in a non-equilibrium geometry.

Calculated values
SMILES string = NC=O.C=C
gap between HOMO and LUMO = 11.0 eV
2S+1 = 1
lowest unoccupied orbital energy = 0.94 eV

```
12
Properties=species:S:1:pos:R:3:lowdin_charge:R:1
N 0.28 -3.97 0.42 0.07
C -0.93 -3.64 -0.02 -0.42
O -1.52 -2.55 0.11 0.00
H 0.93 -3.11 0.34 0.14
H 0.60 -4.37 1.24 0.07
H -1.51 -4.65 -0.19 0.14
C 0.69 4.22 -0.11 -0.12
C -0.10 3.34 -0.73 -0.11
H 1.72 4.52 -0.35 0.05
H 0.42 4.64 0.86 0.04
H 0.30 2.76 -1.60 0.05
H -0.86 2.81 0.04 0.10
```



(5)
ORCA calculation (wB97M-V/def2-TZVPD) on 2 unconnected molecules or ions with the total composition C3H7NO in a non-equilibrium geometry.

Calculated values
SMILES string = C=CN=C.O
gap between HOMO and LUMO = 10.3 eV
2S+1 = 1
lowest unoccupied orbital energy = 0.81 eV

```
12
Properties=species:S:1:pos:R:3:lowdin_charge:R:1
C 1.90 -0.93 -0.02 0.02
C 0.89 -0.11 0.33 -0.25
N -0.27 0.11 -0.44 -0.05
C -0.32 0.92 -1.40 -0.01
H 1.92 -1.20 -1.07 0.06
H 2.59 -1.19 0.76 0.05
H 0.73 0.14 1.37 0.10
H -1.24 1.21 -1.87 0.08
H 0.58 1.45 -1.73 0.08
O -2.64 -0.20 1.27 -0.10
H -1.86 -0.44 0.73 -0.01
H -2.29 0.24 2.06 0.03
```



(6)
ORCA calculation (wB97M-V/def2-TZVPD) on 2 unconnected molecules or ions with the total composition C3H7NO in a non-equilibrium geometry.

Calculated values
SMILES string = C=NC.C=O
gap between HOMO and LUMO = 10.4 eV
2S+1 = 1
lowest unoccupied orbital energy = 0.79 eV

```
12
Properties=species:S:1:pos:R:3:lowdin_charge:R:1
C 0.11 -1.42 -0.59 -0.10
N 0.96 -0.65 -1.12 -0.10
C 2.14 -0.34 -0.29 -0.15
H -0.72 -1.80 -1.25 0.08
H 0.29 -1.72 0.45 0.07
H 2.97 -0.15 -0.98 0.07
H 2.45 -1.10 0.42 0.06
H 1.84 0.59 0.18 0.07
C -2.53 1.66 0.82 -0.16
O -2.80 1.12 -0.22 -0.02
H -2.64 1.11 1.76 0.08
H -2.08 2.70 0.80 0.09
```



(7)
ORCA calculation (wB97M-V/def2-TZVPD) on 2 unconnected molecules or ions with the total composition C3H7NO in a non-equilibrium geometry.

Calculated values
SMILES string = C=CN.C=O
gap between HOMO and LUMO = 9.0 eV
2S+1 = 1
lowest unoccupied orbital energy = -0.04 eV

```
12
Properties=species:S:1:pos:R:3:lowdin_charge:R:1
C 0.55 0.51 -1.15 -0.07
C 0.00 1.31 -0.20 -0.28
N 0.21 1.24 1.16 0.03
H 1.52 0.05 -0.97 0.09
H 0.30 0.41 -2.21 0.09
H -0.25 2.22 -0.70 0.10
H -0.28 0.46 1.64 0.08
H 1.23 1.24 1.24 0.10
C -0.24 -1.33 -0.42 -0.28
O -0.67 -1.66 0.69 -0.06
H -1.10 -0.96 -1.03 0.10
H 0.53 -1.89 -0.96 0.10
```



(8)
ORCA calculation (wB97M-V/def2-TZVPD) on a single C3H7NO molecule.

Calculated values
SMILES string = CC(C)=NO
gap between HOMO and LUMO = 10.6 eV
2S+1 = 1
lowest unoccupied orbital energy = 1.01 eV

```
12
Properties=species:S:1:pos:R:3:lowdin_charge:R:1
C 0.09 0.74 -1.03 -0.03
C -0.13 -0.18 0.15 -0.41
C -0.31 0.43 1.51 -0.05
N -0.12 -1.45 0.11 0.02
O 0.08 -1.94 -1.21 -0.10
H -0.70 1.49 -1.07 0.08
H 0.11 0.18 -1.96 0.07
H 1.04 1.27 -0.90 0.09
H -1.13 1.15 1.52 0.08
H 0.61 0.97 1.78 0.08
H -0.49 -0.35 2.24 0.08
H 0.97 -2.31 -1.15 0.09
```



(9)
ORCA calculation (wB97M-V/def2-TZVPD) on a single C3H7NO molecule in a non-equilibrium geometry.

Calculated values
SMILES string = C/N=C/OC
gap between HOMO and LUMO = 9.2 eV
2S+1 = 1
lowest unoccupied orbital energy = 1.00 eV

```
12
Properties=species:S:1:pos:R:3:lowdin_charge:R:1
C 1.48 0.77 0.75 -0.14
N 0.63 -0.13 0.12 -0.07
C 0.18 -1.26 -0.08 -0.23
O -1.07 -1.37 -0.67 -0.11
C -1.69 -0.07 -0.91 -0.08
H 2.41 0.38 1.19 0.07
H 1.73 1.51 -0.02 0.08
H 0.90 1.26 1.54 0.09
H 1.06 -1.76 0.36 0.15
H -1.81 0.52 0.00 0.08
H -1.12 0.53 -1.62 0.08
H -2.67 -0.30 -1.33 0.08
```



(10)
ORCA calculation (wB97M-V/def2-TZVPD) on a single C3H7NO molecule.

Calculated values
SMILES string = C/N=C/OC
gap between HOMO and LUMO = 10.4 eV
2S+1 = 1
lowest unoccupied orbital energy = 1.08 eV

```
12
Properties=species:S:1:pos:R:3:lowdin_charge:R:1
C 1.55 0.82 0.78 -0.13
N 0.51 0.13 0.12 -0.04
C 0.20 -1.07 -0.04 -0.25
O -0.99 -1.35 -0.63 -0.11
C -1.71 -0.15 -0.93 -0.10
H 2.41 0.26 1.17 0.07
H 1.91 1.58 0.07 0.08
H 1.07 1.35 1.61 0.08
H 0.76 -1.98 0.23 0.14
H -1.85 0.45 -0.03 0.09
H -1.15 0.47 -1.64 0.09
H -2.67 -0.44 -1.35 0.08
```



(11)
ORCA calculation (wB97M-V/def2-TZVPD) on a single C3H7NO molecule in a non-equilibrium geometry.

Calculated values
SMILES string = C=NOCC
gap between HOMO and LUMO = 10.4 eV
2S+1 = 1
lowest unoccupied orbital energy = 0.94 eV

```
12
Properties=species:S:1:pos:R:3:lowdin_charge:R:1
C -1.49 0.73 0.24 -0.02
N -1.27 -0.43 -0.43 0.04
O 0.00 -0.90 -0.19 -0.25
C 0.89 -0.31 0.63 -0.35
C 1.54 0.68 -0.38 -0.07
H -2.45 1.19 0.05 0.06
H -1.02 1.11 1.12 0.05
H 0.66 -0.04 1.75 0.14
H 1.47 -1.32 0.88 0.15
H 1.58 0.00 -1.28 0.10
H 0.68 1.23 -0.88 0.08
H 2.27 1.39 0.00 0.07
```



(12)
ORCA calculation (wB97M-V/def2-TZVPD) on 2 unconnected molecules or ions with the total composition C3H7NO.

Calculated values
SMILES string = CN=C=O.C
gap between HOMO and LUMO = 11.2 eV
2S+1 = 1
lowest unoccupied orbital energy = 0.75 eV

```
12
Properties=species:S:1:pos:R:3:lowdin_charge:R:1
C 0.16 1.69 -0.95 -0.10
N -0.18 0.49 -1.66 0.06
C -0.91 -0.46 -1.56 -0.35
O -1.58 -1.43 -1.57 0.13
H -0.70 2.10 -0.43 0.09
H 0.54 2.43 -1.66 0.08
H 0.95 1.48 -0.22 0.08
C 0.34 -1.26 1.61 -0.04
H -0.48 -1.16 0.90 0.00
H 1.26 -1.52 1.07 0.03
H 0.10 -2.05 2.32 0.02
H 0.49 -0.32 2.15 0.02
```



(13)
ORCA calculation (wB97M-V/def2-TZVPD) on a molecular structure, C3H7NO in a non-equilibrium geometry.

Calculated values
gap between HOMO and LUMO = 10.1 eV
2S+1 = 1
lowest unoccupied orbital energy = 0.98 eV

```
12
Properties=species:S:1:pos:R:3:lowdin_charge:R:1
O -1.20 0.46 1.32 -0.08
C -0.55 1.17 0.30 -0.24
C 0.14 0.19 -0.66 -0.39
C 0.97 -0.83 -0.03 -0.09
N -0.50 -1.09 -0.79 0.02
H -1.48 -0.37 0.88 0.07
H 0.20 1.82 0.76 0.12
H -1.25 1.81 -0.26 0.11
H 0.56 0.66 -1.56 0.14
H 0.97 -0.86 1.05 0.12
H 1.88 -1.09 -0.57 0.12
H 0.24 -1.87 -0.44 0.10
```



(14)
ORCA calculation (wB97M-V/def2-TZVPD) on a molecular structure, C3H7NO in a non-equilibrium geometry.

Calculated values
gap between HOMO and LUMO = 9.7 eV
2S+1 = 1
lowest unoccupied orbital energy = 0.78 eV

```
12
Properties=species:S:1:pos:R:3:lowdin_charge:R:1
C 0.46 0.65 -0.11 -0.13
C -1.38 0.72 -0.01 -0.05
C 0.47 -0.75 -0.04 -0.26
O 2.27 -0.37 -0.33 -0.22
N 0.12 -1.89 0.19 0.20
H 2.73 -0.83 0.39 0.01
H -0.87 -2.13 0.19 0.09
H 0.75 1.17 0.79 0.12
H 0.65 1.08 -1.09 0.12
H -1.58 1.72 -0.38 0.04
H -1.91 0.00 -0.63 0.04
H -1.71 0.63 1.03 0.05
```



(15)
ORCA calculation (wB97M-V/def2-TZVPD) on a single C3H7NO molecule.

Calculated values
SMILES string = CNC(C)=O
gap between HOMO and LUMO = 10.6 eV
2S+1 = 1
lowest unoccupied orbital energy = 0.88 eV

```
12
Properties=species:S:1:pos:R:3:lowdin_charge:R:1
C 1.37 -0.35 -1.16 -0.08
N 0.34 -0.76 -0.23 -0.01
C -0.13 0.13 0.72 -0.55
C -1.58 -0.09 1.11 -0.01
O 0.53 1.06 1.13 0.05
H 1.67 0.67 -0.89 0.08
H 0.97 -0.34 -2.18 0.08
H 2.26 -0.98 -1.14 0.08
H -0.33 -1.44 -0.58 0.12
H -2.21 0.18 0.25 0.09
H -1.82 0.58 1.93 0.08
H -1.80 -1.12 1.39 0.08
```



(16)
ORCA calculation (wB97M-V/def2-TZVPD) on 2 unconnected molecules or ions with the total composition C3H7NO in a non-equilibrium geometry.

Calculated values
gap between HOMO and LUMO = 8.9 eV
2S+1 = 1
lowest unoccupied orbital energy = 0.93 eV

```
12
Properties=species:S:1:pos:R:3:lowdin_charge:R:1
C 0.19 1.62 0.35 -0.10
C -0.95 1.61 1.04 -0.09
C -0.92 -2.09 -0.08 -0.05
N 1.24 -1.37 -0.92 0.03
O -0.29 -1.69 -0.98 -0.17
H 1.16 2.15 0.61 0.08
H 0.22 0.85 -0.43 -0.01
H -1.83 1.01 0.58 0.08
H -1.11 2.43 1.78 0.06
H -0.57 -2.34 0.88 0.01
H 1.46 -1.88 -1.85 0.10
H 1.40 -0.31 -0.99 0.05
```



(17)
ORCA calculation (wB97M-V/def2-TZVPD) on a single C3H7NO molecule in a non-equilibrium geometry.

Calculated values
SMILES string = CNC(C)=O
gap between HOMO and LUMO = 10.5 eV
2S+1 = 1
lowest unoccupied orbital energy = 0.68 eV

```
12
Properties=species:S:1:pos:R:3:lowdin_charge:R:1
C -1.78 0.27 -0.52 -0.12
N -0.38 0.37 -0.82 -0.05
C 0.38 -0.12 0.25 -0.50
C 1.84 0.51 0.36 0.00
O 0.07 -1.13 0.87 0.06
H -2.10 -0.77 -0.22 0.11
H -2.06 0.88 0.38 0.11
H -2.34 0.58 -1.18 -0.02
H -0.33 -0.32 -1.63 0.16
H 2.30 0.24 -0.73 0.14
H 1.76 1.72 0.37 0.12
H 2.26 0.12 1.16 -0.01
```



(18)
ORCA calculation (wB97M-V/def2-TZVPD) on 2 unconnected molecules or ions with the total composition C3H7NO.

Calculated values
SMILES string = CN=C=O.C
gap between HOMO and LUMO = 11.1 eV
2S+1 = 1
lowest unoccupied orbital energy = 0.72 eV

```
12
Properties=species:S:1:pos:R:3:lowdin_charge:R:1
C -2.10 -0.24 -0.12 -0.10
N -0.93 0.14 -0.85 0.06
C 0.06 -0.32 -1.35 -0.35
O 1.06 -0.65 -1.87 0.13
H -2.35 -1.30 -0.28 0.09
H -2.94 0.38 -0.43 0.08
H -1.94 -0.08 0.95 0.08
C 1.85 0.43 1.32 -0.04
H 0.84 0.08 1.12 -0.01
H 2.03 1.35 0.75 0.03
H 2.57 -0.33 1.00 0.02
H 1.97 0.62 2.39 0.02
```



(19)
ORCA calculation (wB97M-V/def2-TZVPD) on a molecular structure, C3H7NO2.

Calculated values
gap between HOMO and LUMO (alpha / beta) = 7.7 / 7.7 eV
2S+1 = 1
lowest unoccupied orbital energy (alpha / beta) = -0.96 / -0.96 eV

```
13
Properties=species:S:1:pos:R:3:lowdin_charge:R:1
O -0.06 2.16 -1.47 -0.22
C -0.36 0.90 -1.28 -0.52
C -0.17 0.31 0.09 -0.05
N -0.06 -1.02 0.30 0.07
C -0.26 -1.66 1.53 -0.27
O -0.62 -1.10 2.53 0.08
H 1.26 1.98 -0.46 0.09
H -0.03 0.14 -2.04 0.13
H -1.49 0.77 -1.21 0.17
H -0.46 0.89 0.97 0.14
H 1.59 1.49 0.08 0.09
H 0.26 -1.59 -0.48 0.16
H -0.03 -2.74 1.47 0.14
```



(20)
ORCA calculation (wB97M-V/def2-TZVPD) on a single C3H7NO2 molecule in a non-equilibrium geometry.

Calculated values
SMILES string = O=CNCCO
gap between HOMO and LUMO = 10.3 eV
2S+1 = 1
lowest unoccupied orbital energy = 0.69 eV

```
13
Properties=species:S:1:pos:R:3:lowdin_charge:R:1
O 1.52 0.10 1.69 0.06
C 1.81 0.26 0.52 -0.30
N 0.93 0.16 -0.60 -0.04
C -0.47 0.50 -0.63 -0.20
C -1.33 -0.59 -0.04 -0.28
O -1.27 -0.62 1.36 -0.06
H 2.35 0.89 -0.24 0.15
H 1.31 -0.42 -1.33 0.13
H -0.60 1.43 -0.06 0.14
H -0.73 0.73 -1.67 0.12
H -2.37 -0.40 -0.31 0.11
H -1.03 -1.54 -0.50 0.12
H -0.34 -0.55 1.64 0.05
```